Here is C19H32AlBrCl33NO4P as an isolated structure from the Open Molecules 2025 dataset. Energies are from wB97M-V/def2-TZVPD.

Highest occupied orbital energy, eV: -4.09
Lowest unoccupied orbital energy, eV: 1.6
Multiplicity: 1
ΔE to the lowest compared entry with this formula, charge and spin, eV: 0.0000
Total charge: -1
Energy, hartree: -19443.01032

Structure (XYZ):
```
92
Properties=species:S:1:pos:R:3:forces:R:3
C -1.616950 -5.069027 0.072808 0.2 0.6 -0.1
C -1.098968 -3.862106 0.895844 0.1 -0.8 0.2
C 0.404298 -3.648690 0.556914 -1.5 0.5 -0.7
Br 1.183034 -2.620659 2.059450 0.2 -0.6 -0.1
Al 0.519670 -2.489495 -1.160316 -0.6 -0.4 0.3
C 1.763916 -3.307031 -2.541224 0.2 0.2 0.3
C 2.462008 -4.610577 -2.084342 -0.2 0.3 -1.4
O 3.282384 -4.415465 -0.941372 -0.1 -0.3 0.2
O -1.217257 -2.257034 -1.702100 1.5 -0.3 -0.4
C -1.373367 -2.077464 -3.095521 -1.2 0.5 0.6
C -2.336252 -3.167864 -3.627371 0.0 -0.2 1.0
C -1.625273 -4.448264 -4.081992 -0.8 1.0 -0.5
O -3.209024 -2.632495 -4.635164 0.2 -0.4 -0.2
P 1.422368 -0.379994 -0.517358 0.9 -1.1 0.8
N 2.083748 0.231612 -2.118512 -1.0 -3.1 -0.5
O 0.124995 0.574520 0.031469 -0.4 -0.9 -0.9
H -2.714759 -5.150678 0.095798 0.3 0.0 0.1
H -1.323473 -4.906685 -0.978290 -0.1 -0.2 0.3
H -1.157845 -5.998675 0.444764 -0.2 0.2 -0.2
H -1.239224 -4.099847 1.964679 0.1 0.1 -0.3
H -1.705926 -2.968002 0.693381 0.2 -0.2 -0.1
H 0.833694 -4.654724 0.426703 0.3 0.4 0.6
H 1.311669 -3.443278 -3.543493 0.1 -0.2 0.4
H 2.582901 -2.574898 -2.706367 -0.3 -0.3 0.0
H 1.721603 -5.425541 -1.982343 0.3 0.2 0.4
H 3.139732 -4.920521 -2.905232 -0.1 -0.1 0.4
H 2.879340 -4.813517 -0.160021 0.0 0.3 -0.2
H -0.426573 -1.999399 -3.663019 -0.2 -0.3 0.1
H -1.896945 -1.103862 -3.235102 0.2 -0.3 -0.2
H -2.976882 -3.449339 -2.768400 0.3 0.2 -0.1
H -0.905460 -4.163469 -4.854446 -0.2 -0.2 0.2
H -1.118426 -4.955921 -3.250948 -0.1 0.3 -0.2
H -2.382491 -5.118727 -4.514543 0.4 0.0 0.1
H -3.792435 -2.025171 -4.161844 0.2 -0.1 -0.2
H 1.712722 -0.406522 -2.821067 0.2 0.4 -0.2
H 3.094344 0.135508 -2.103948 -0.1 -0.1 0.1
H -0.691890 0.174249 -0.307311 0.1 0.2 0.1
C 1.926310 3.817152 -0.617990 0.3 -0.7 0.5
Cl 0.296733 4.268523 -0.068328 -0.3 -0.3 0.1
Cl 3.123090 4.238661 0.635341 -0.1 0.1 -0.2
Cl 1.996546 2.080558 -1.045072 0.4 5.1 0.0
H 2.155461 4.394758 -1.506481 0.0 0.1 0.1
C 0.250536 -6.480734 -6.981448 0.0 0.1 0.1
Cl 1.137686 -5.402816 -8.065220 0.0 0.0 0.0
Cl 0.607826 -6.101667 -5.297240 0.4 -0.4 -0.3
Cl -1.485877 -6.382638 -7.294256 0.0 0.0 0.0
H 0.571837 -7.496034 -7.177265 0.0 0.0 0.0
C -2.115993 -3.529244 5.219484 0.1 0.1 -0.2
Cl -0.664113 -4.524856 5.090582 0.0 0.0 0.1
Cl -2.147836 -2.305985 3.952739 -0.1 0.0 0.2
Cl -3.568715 -4.536625 5.152717 0.0 0.0 0.0
H -2.098654 -3.025841 6.178438 0.0 -0.1 0.0
C 0.415014 6.867002 2.682604 0.0 0.0 0.0
Cl 1.335260 8.259200 2.102006 0.0 0.0 0.2
Cl 1.213637 6.136080 4.077767 0.0 0.0 0.0
Cl -1.237361 7.341250 3.091155 0.0 0.0 0.0
H 0.373319 6.127733 1.888333 0.0 0.0 0.1
C 1.112854 7.404908 -2.660292 0.3 0.0 0.0
Cl 1.026966 9.114252 -3.103941 -0.1 0.0 0.0
Cl 2.521964 6.639270 -3.405941 0.0 0.0 0.0
Cl 1.158309 7.219325 -0.904643 0.2 0.4 -0.5
H 0.220471 6.911425 -3.030487 0.4 0.2 -0.1
C -6.500681 -3.176634 7.457344 0.1 0.0 -0.1
Cl -6.751297 -2.385628 5.899687 0.0 0.0 0.1
Cl -6.568154 -4.931919 7.278979 0.2 0.2 0.3
Cl -4.962944 -2.675249 8.169846 -0.1 0.0 0.0
H -7.297348 -2.872905 8.124861 0.0 0.0 0.0
C -9.259739 -7.462297 5.034869 0.0 0.1 -0.1
Cl -8.117116 -8.495733 4.173109 0.0 0.0 0.1
Cl -8.665987 -5.802998 5.108313 -0.3 -0.2 -0.2
Cl -10.854108 -7.526781 4.273359 0.0 0.0 0.1
H -9.354340 -7.833405 6.047942 0.0 0.0 0.0
C -3.169540 7.488446 -3.290788 0.0 -0.1 -0.1
Cl -1.904736 6.718546 -2.329369 -0.6 -0.1 0.2
Cl -2.474398 8.296515 -4.699508 0.0 0.0 0.1
Cl -4.382382 6.306276 -3.787498 0.0 0.1 0.0
H -3.655088 8.235691 -2.675331 0.0 0.0 0.0
C 7.149913 5.132415 1.735300 -0.1 -0.2 0.1
Cl 7.709454 3.469807 1.933131 0.0 0.1 0.0
Cl 7.217782 5.610449 0.033743 0.0 0.1 0.0
Cl 5.516152 5.320093 2.365249 0.2 0.1 0.1
H 7.809318 5.782624 2.296627 0.0 0.0 -0.1
C 9.826524 3.927169 -2.156364 0.0 -0.1 0.0
Cl 9.562641 4.645712 -3.748321 0.0 0.0 0.1
Cl 9.830077 2.165916 -2.260211 0.0 0.1 0.0
Cl 11.336977 4.513656 -1.450794 -0.1 0.0 0.0
H 9.010936 4.227835 -1.508851 0.1 0.0 0.0
C 1.017876 9.188964 6.372946 0.0 0.1 0.0
Cl 1.934180 10.576470 5.777955 0.0 -0.1 0.0
Cl 1.815303 8.468753 7.774371 0.0 0.0 -0.1
Cl -0.637917 9.658199 6.769632 0.0 0.0 0.0
H 0.980369 8.445404 5.587043 0.0 0.0 0.0
```
Positions in Å, forces in eV/Å.